Computed, not measured: C5H11IrO2 as an isolated structure at a distorted geometry, with the ωB97M-V functional and the def2-TZVPD basis.

## Properties
HOMO level (spin up / spin down) in eV: -18.56 / -20.37
2S+1: 5
LUMO (spin up / spin down) in eV: -9.5021 / -12.5650
Total charge: +2

Geometry as XYZ:
```
19
Properties=species:S:1:pos:R:3:forces:R:3
C -1.400901 -0.289030 0.561708 -1.3 1.0 1.0
C -2.219543 -0.093828 -0.691542 0.1 -0.2 -0.3
H 0.108872 -1.533042 -0.436824 2.2 0.9 -0.3
H -1.378005 -1.326249 0.913193 0.7 0.3 -0.1
H -1.783363 0.665898 -1.351661 -0.2 -0.1 0.1
H -3.217087 0.253230 -0.390514 0.3 -0.1 -0.2
H -2.338138 -1.030393 -1.251528 0.1 0.3 0.1
O 3.098431 0.115544 0.248614 1.5 -0.6 -0.1
C 2.215379 -0.940739 0.172441 -1.7 -2.9 -0.1
C 0.843776 -0.637080 -0.397828 -1.5 -1.2 -0.9
O 0.051768 0.225216 0.458811 0.2 -0.1 0.5
C 0.323490 1.697459 0.375427 -2.3 -0.3 0.0
Ir 2.361172 1.788092 0.402487 -0.1 1.9 0.3
H 2.045682 -1.417431 1.160532 0.6 0.4 -0.2
H 2.599569 -1.745354 -0.489116 0.3 0.5 0.3
H 0.889037 -0.171337 -1.391573 0.0 -0.1 0.0
H -0.215278 2.089855 1.247807 0.4 0.2 -0.1
H -0.199371 2.035556 -0.532143 0.5 0.2 0.1
H -1.785497 0.313628 1.391714 0.2 -0.1 -0.2
```
Forces are in eV/Å.

***

Computed, not measured: C13H25Cl4MgO12 as an isolated structure at a distorted geometry, with the ωB97M-V functional and the def2-TZVPD basis.

## Properties
HOMO level in eV: -12.75
LUMO in eV: -3.6599
Total charge: +1

Geometry as XYZ:
```
55
Properties=species:S:1:pos:R:3:forces:R:3
Mg -0.245134 1.748901 -0.837083 0.6 -1.4 -0.1
Cl -1.465263 -0.065293 -0.374161 -0.7 -0.2 0.1
C -1.824517 -2.804229 -2.888442 0.2 0.4 0.1
Cl -3.495399 -2.849329 -3.456926 0.3 -0.2 -0.1
Cl -0.636746 -2.723256 -4.238539 -0.5 -0.1 0.5
Cl -1.448310 -4.110483 -1.754960 -0.1 0.0 -0.5
H -1.724103 -1.889869 -2.312899 0.1 0.0 -0.1
C -1.457090 -3.069902 1.495757 0.1 -0.2 -0.7
O -1.819771 -3.560121 2.778582 0.0 -0.1 -0.1
C -1.595220 -2.784414 3.826374 -1.2 0.8 0.7
O -1.204464 -1.641011 3.841277 0.7 -0.1 -0.4
O -2.062934 -3.417983 4.898825 0.7 -0.6 -0.7
C -1.653561 -3.023194 6.192991 0.2 -0.5 1.0
H -1.036215 -2.069583 1.546782 0.2 -0.1 0.1
H -2.295117 -3.054133 0.798640 -0.4 0.1 0.5
H -0.802326 -3.820466 1.051367 0.4 0.3 0.2
H -0.677164 -2.555619 6.330246 -0.2 0.5 -0.9
H -1.491361 -3.966521 6.719583 -0.6 0.1 0.2
H -2.451856 -2.425467 6.627897 0.2 0.0 0.2
C 1.777530 -1.508827 0.356252 0.0 -0.7 0.6
O 2.916217 -0.759026 -0.125234 0.0 -0.4 0.0
C 2.662323 0.362259 -0.722364 1.3 0.6 -0.2
O 1.565224 0.866808 -0.842829 -0.4 0.7 -0.3
O 3.796731 0.905359 -1.176335 -1.1 -0.6 0.7
C 3.801909 2.221450 -1.757396 0.2 -0.6 0.0
H 2.151785 -2.284574 1.021744 0.4 0.3 0.0
H 1.291112 -2.056048 -0.448974 -0.2 0.5 -0.2
H 1.114331 -0.870952 0.933179 -0.2 0.1 -0.3
H 3.763073 2.998642 -0.994863 0.3 -0.1 0.1
H 2.974854 2.396066 -2.445403 0.1 -0.3 -0.1
H 4.765564 2.132493 -2.251974 -0.1 1.0 -0.3
C 1.662569 0.640906 -4.660672 0.5 -0.6 -0.3
O 0.302463 0.868314 -5.000311 -0.8 -0.1 0.3
C -0.576408 1.121441 -4.047953 -0.1 0.2 -1.4
O -0.311861 1.332386 -2.880320 0.5 0.6 1.1
O -1.773010 1.173078 -4.573239 0.0 -0.4 0.0
C -2.890773 1.224884 -3.671666 -0.4 0.4 0.2
H 2.096462 0.151960 -5.531725 -0.1 0.3 -0.2
H 1.769895 -0.109928 -3.876491 -0.2 0.4 0.4
H 2.167358 1.588752 -4.484418 0.0 -0.1 0.3
H -2.766175 0.539097 -2.836351 0.0 0.0 -0.1
H -3.778651 0.987993 -4.249977 0.2 -0.2 -0.1
H -3.034215 2.243384 -3.306723 0.2 0.0 0.1
C -1.721937 1.676106 2.938090 -1.1 -0.5 -0.1
O -0.524718 2.416626 3.173866 0.1 0.5 0.0
C 0.327844 2.618987 2.217374 0.1 -0.6 1.0
O 0.218575 2.233046 1.057186 -0.3 0.8 -0.7
O 1.402567 3.186076 2.728568 -0.2 0.8 -0.9
C 2.348337 3.727292 1.805044 1.9 -0.2 -0.2
H -1.915613 1.531325 1.877613 0.3 -0.2 0.1
H -2.583505 2.203200 3.347456 0.4 0.4 0.1
H -1.660510 0.736531 3.485020 0.3 -0.1 -0.3
H 2.207639 3.452903 0.762548 -0.5 -0.2 0.2
H 3.323106 3.330652 2.094791 -0.1 -0.2 0.0
H 2.516446 4.803332 1.841193 -0.9 0.1 0.5
```
Forces are in eV/Å.

***

Computed, not measured: C34H39AsBrMnN7O6 as an isolated structure, with the ωB97M-V functional and the def2-TZVPD basis.

## Properties
HOMO level (spin up / spin down) in eV: -7.57 / -7.19
2S+1: 2
LUMO (spin up / spin down) in eV: -0.2134 / -0.2121
Relative energy (zero: lowest compared OMol25 entry of this formula, charge and spin) in kJ/mol: 11.16

Geometry as XYZ:
```
89
Properties=species:S:1:pos:R:3:forces:R:3
Mn -1.327327 0.124071 1.514732 0.2 -0.5 0.0
N -3.440522 -0.311075 1.376139 0.0 0.0 -0.1
C -3.965639 -0.693668 2.697451 0.0 -0.1 0.0
C -3.089103 -0.122469 3.811848 0.1 -0.1 0.0
O -3.559680 0.032151 4.940751 0.0 0.0 0.0
N -1.845312 0.117840 3.397670 -0.2 0.3 0.2
C -0.925581 0.767006 4.308339 0.0 -0.1 0.0
C -0.004534 1.670974 3.505149 0.1 0.2 0.0
O 0.753298 2.464362 4.051517 0.0 -0.2 -0.1
O -0.097538 1.517948 2.216231 0.3 -0.1 0.1
H -3.751692 0.618843 1.116260 -0.1 0.0 0.0
H -3.767294 -0.929649 0.644671 0.0 0.0 0.0
H -3.940448 -1.783290 2.778177 0.0 0.0 0.0
H -4.996208 -0.384410 2.859017 -0.1 0.1 0.0
H -0.292479 0.040419 4.835116 0.0 0.0 0.0
H -1.441916 1.329258 5.085115 0.0 0.1 0.0
C -2.289809 3.408256 1.941999 0.0 -0.1 0.0
O -2.320143 2.435352 0.889334 -0.1 0.1 0.1
C -1.884637 2.830984 -0.328194 0.0 -0.1 -0.1
C -1.473370 4.104878 -0.652060 0.0 0.1 0.0
C -1.058794 4.372115 -1.956243 0.0 -0.1 0.0
Br -0.500977 6.122545 -2.394185 0.0 0.0 0.0
C -1.056856 3.397471 -2.921379 0.0 0.1 -0.1
C -1.465415 2.097010 -2.595104 0.0 0.0 0.0
C -1.864537 1.811365 -1.296723 0.0 0.1 0.1
O -2.215723 0.579326 -0.876697 -0.2 0.1 0.0
C -1.461207 1.018843 -3.578071 0.0 0.1 -0.1
N -1.963469 -0.172078 -3.356470 0.0 -0.2 0.1
C -1.698211 -0.917133 -4.493275 0.0 0.0 0.0
C -1.989444 -2.247788 -4.785369 0.0 0.0 0.0
C -1.587954 -2.737582 -6.012966 0.0 0.0 0.0
C -0.914057 -1.926768 -6.938588 0.0 0.0 0.0
C -0.620602 -0.604233 -6.663959 0.0 0.0 0.0
C -1.025447 -0.121485 -5.425008 0.0 0.0 0.0
N -0.896510 1.112708 -4.814247 0.1 0.1 -0.1
H -2.985935 4.217745 1.715881 0.0 0.0 0.0
H -1.275778 3.778550 2.086321 0.0 0.0 0.0
H -2.608904 2.880129 2.836243 0.0 0.0 0.0
H -1.460448 4.889778 0.089607 0.0 0.0 0.0
H -0.750525 3.653466 -3.927159 0.0 0.0 0.0
H -2.182000 -0.020903 -1.665151 -0.1 -0.1 -0.1
H -2.518436 -2.866038 -4.071085 0.0 0.0 0.0
H -1.798488 -3.766729 -6.273448 0.0 0.0 0.0
H -0.616223 -2.348480 -7.889635 0.0 0.0 0.0
H -0.102659 0.019728 -7.381929 0.0 0.0 0.0
H -0.437713 1.923018 -5.189916 0.0 0.0 0.0
C 4.319557 -3.304464 2.043667 0.0 0.0 0.0
C 4.145776 -1.816659 1.888749 0.1 0.0 0.0
C 3.388681 -1.081076 2.795804 0.0 0.0 0.1
C 3.190685 0.281057 2.637735 0.0 0.0 -0.1
C 3.761319 0.947106 1.557162 0.0 0.1 0.1
N 3.516418 2.337490 1.425837 0.1 -0.1 -0.1
C 3.434608 3.082227 0.279493 0.2 0.0 -0.1
O 3.572356 4.288563 0.250985 -0.1 -0.2 0.1
N 3.238367 2.359272 -0.907023 -0.1 0.2 0.0
C 2.293896 1.342174 -1.087388 0.0 -0.1 0.0
C 2.232281 0.651721 -2.286133 0.1 0.0 -0.1
C 1.322683 -0.385302 -2.407475 -0.1 -0.1 0.0
C 0.504943 -0.689854 -1.336011 0.0 -0.2 0.1
N 0.522782 -0.006635 -0.187030 -0.2 0.3 -0.3
C 1.395896 0.992160 -0.079565 -0.2 -0.1 0.0
C 4.557962 0.237771 0.664339 0.0 0.0 0.0
C 4.729962 -1.128994 0.830391 0.0 0.0 0.0
H 4.353648 -3.592056 3.095388 0.0 0.0 0.0
H 5.241665 -3.645768 1.571521 0.0 0.0 0.0
H 3.493312 -3.852174 1.581209 0.0 0.0 0.0
H 2.937069 -1.580958 3.647465 0.0 0.0 0.0
H 2.582921 0.841947 3.337318 0.0 0.0 0.0
H 3.322986 2.852265 2.270159 0.0 0.1 0.1
H 3.394905 2.947413 -1.709862 0.0 0.1 0.0
H 2.904464 0.900917 -3.101312 0.0 0.0 0.0
H 1.250035 -0.959551 -3.323129 0.0 0.0 0.0
H -0.206144 -1.506066 -1.402600 0.0 0.0 0.0
H 1.349765 1.539605 0.846537 0.0 0.1 0.1
H 5.036404 0.746839 -0.162938 0.0 0.0 0.1
H 5.349093 -1.669823 0.121529 0.0 0.0 0.0
C -1.071454 -3.015523 3.523202 0.0 0.0 0.0
As -0.944352 -2.336413 1.706003 0.2 0.2 0.0
C 0.778376 -3.096993 1.203951 0.0 0.0 0.0
C -2.139932 -3.572568 0.776811 0.0 0.0 0.0
H -1.039310 -4.103817 3.530932 0.0 0.0 0.0
H -1.983473 -2.658668 3.997217 0.0 0.0 0.0
H -0.225464 -2.623779 4.087104 0.0 0.0 0.0
H 0.869992 -4.117235 1.574024 0.0 0.0 0.0
H 1.569629 -2.475851 1.625458 -0.1 0.0 -0.1
H 0.884685 -3.097517 0.120470 0.0 0.0 0.0
H -1.851329 -4.606775 0.957668 0.0 0.0 0.0
H -2.106669 -3.375530 -0.295198 0.0 0.0 0.0
H -3.162742 -3.430863 1.126806 0.0 0.0 0.0
```
Forces are in eV/Å.

***

Computed, not measured: C2HI5 as an isolated structure at a distorted geometry, with the ωB97M-V functional and the def2-TZVPD basis.

## Properties
HOMO level (spin up / spin down) in eV: -7.42 / -8.82
2S+1: 3
LUMO (spin up / spin down) in eV: -0.8660 / -2.1577
Relative energy (zero: lowest compared OMol25 entry of this formula, charge and spin) in kJ/mol: 14.86

Geometry as XYZ:
```
8
Properties=species:S:1:pos:R:3:forces:R:3
C 1.007489 -0.514695 0.953889 1.3 0.1 0.4
C -0.924064 0.677789 -0.757256 -0.4 0.0 -1.7
I 2.279856 -1.283409 -0.460935 0.2 -0.4 0.1
I -0.216585 -1.661986 2.120450 0.6 -0.2 0.3
I -0.429028 -0.203870 -2.680362 -0.6 0.5 0.7
I -2.662097 -0.039013 0.097587 -0.4 0.3 -0.3
I -0.637078 2.726096 -0.678742 0.2 -0.1 0.2
H 1.581507 0.299088 1.405370 -0.8 -0.1 0.3
```
Forces are in eV/Å.

***

Computed, not measured: one molecule with the formula C12H14FP at a distorted geometry, with the ωB97M-V functional and the def2-TZVPD basis.

## Properties
HOMO level in eV: -7.57
LUMO in eV: 0.0891
Relative energy (zero: lowest compared OMol25 entry of this formula, charge and spin) in kJ/mol: 99.69
SMILES: CC(C)(C)C#CC1=CC=C[C@@H]2[C@H]1P2F

Geometry as XYZ:
```
28
Properties=species:S:1:pos:R:3:forces:R:3
C 4.045972 -1.477453 0.161204 0.8 -1.6 -1.0
C 3.736654 -0.347762 1.077914 -0.1 -1.0 3.7
C 3.144677 -1.842621 -0.804032 2.0 0.0 0.9
C 2.478971 0.487421 0.882925 -0.6 -0.9 -1.5
C 1.861870 -1.277824 -0.828168 -3.5 0.8 -0.5
C 1.391372 -0.222027 -0.091283 3.3 0.0 0.7
C 0.000777 0.032711 -0.041333 1.4 0.6 -0.1
C -1.152810 0.325778 -0.090227 -0.3 -0.3 -0.1
C -2.843192 1.512075 1.073765 2.1 -0.7 1.3
C -3.288010 -0.766456 0.035164 -0.2 -4.3 -0.5
C -2.986159 1.202214 -1.384997 0.5 0.2 -0.6
C -2.578326 0.515295 -0.080581 -1.3 2.1 0.3
F 4.643492 0.866212 -0.871694 0.4 1.0 -0.4
P 4.380523 1.357387 0.647846 -2.4 -1.7 -0.9
H 5.051989 -2.091369 0.296774 -2.3 1.6 -0.2
H 3.917169 -0.678769 2.193582 -0.1 0.8 -2.0
H 3.256451 -2.617139 -1.564808 0.7 0.0 0.6
H 1.965110 0.973721 1.732207 0.7 -0.4 -0.3
H 1.079815 -1.829750 -1.451225 1.1 0.9 0.9
H -2.378816 2.413930 0.664435 0.3 0.2 1.0
H -3.844717 1.765076 1.294715 -1.4 -0.1 -0.2
H -2.375577 1.128498 2.092610 -0.7 1.0 -2.2
H -3.741786 -1.130928 -0.995036 1.1 0.5 2.1
H -4.086249 -0.876055 0.776052 0.0 0.7 -0.1
H -2.490714 -1.512915 0.415067 -1.5 0.6 -0.9
H -2.275476 2.024710 -1.520491 -0.3 0.0 -0.5
H -4.002167 1.605990 -1.425041 0.0 -0.2 0.4
H -2.910832 0.460058 -2.195356 0.2 0.5 0.1
```
Forces are in eV/Å.

***

Computed, not measured: C3H2N4O as an isolated structure at a distorted geometry, with the ωB97M-V functional and the def2-TZVPD basis.

## Properties
HOMO level (spin up / spin down) in eV: -9.18 / -9.18
LUMO (spin up / spin down) in eV: -2.0040 / -2.0011
Relative energy (zero: lowest compared OMol25 entry of this formula, charge and spin) in kJ/mol: 614.52

Geometry as XYZ:
```
10
Properties=species:S:1:pos:R:3:forces:R:3
C 1.230338 1.425033 0.125797 0.9 1.0 -0.3
C 0.149804 0.494453 0.049255 -4.1 -3.9 2.1
C -1.041410 -0.429836 1.078130 2.2 4.0 -2.9
N -0.530876 -1.708778 1.368536 0.5 -0.6 0.4
N -0.467340 -0.153109 -0.933129 1.4 0.6 0.6
N -1.397082 -0.922066 -0.314530 -1.3 0.2 0.4
N -0.855668 -2.179447 0.269608 0.6 -1.3 -0.5
O 1.946923 1.677130 -0.820508 -0.2 -0.1 0.3
H 1.357722 1.881490 1.120718 0.1 0.0 -0.1
H -0.392412 -0.084869 -1.943878 -0.1 0.1 0.1
```
Forces are in eV/Å.